(1)
{"formula": "C22H25N3O3", "method": "the ωB97M-V functional and the def2-TZVPD basis", "smiles": "CCOc1ccc(-n2c(C)nc3cc(C(=O)NC[C@H]4CCCO4)ccc32)cc1", "gap_ha": 0.330, "e_tot_ev": -33833.592, "lumo_ha": 0.02502, "de_lowest_kj_mol": 187.2, "homo_ev": -8.3, "elements": ["C", "C", "O", "C", "C", "C", "C", "N", "C", "C", "N", "C", "C", "C", "C", "O", "N", "C", "C", "C", "C", "C", "O", "C", "C", "C", "C", "C", "H", "H", "H", "H", "H", "H", "H", "H", "H", "H", "H", "H", "H", "H", "H", "H", "H", "H", "H", "H", "H", "H", "H", "H", "H"], "coordinates": [[-7.8973, -1.6241, 1.2535], [-7.2299, -2.3122, 0.0664], [-6.6897, -1.3929, -0.8628], [-5.5218, -0.7567, -0.5917], [-4.7036, -0.9879, 0.5106], [-3.5253, -0.2796, 0.6623], [-3.1392, 0.6653, -0.2788], [-1.9365, 1.3724, -0.1061], [-1.7516, 2.7385, -0.0880], [-2.8610, 3.7013, -0.2918], [-0.5227, 3.0818, 0.1551], [0.1784, 1.9120, 0.3049], [1.5249, 1.7024, 0.5647], [1.9669, 0.3914, 0.6643], [3.3858, 0.0491, 0.9588], [3.7042, -0.9700, 1.5459], [4.2975, 0.9749, 0.5580], [5.7073, 0.6859, 0.5996], [6.2384, 0.2485, -0.7853], [7.5982, -0.4505, -0.6594], [7.2005, -1.9114, -0.4072], [5.7225, -1.9745, -0.8445], [5.3957, -0.7052, -1.3873], [1.0771, -0.6827, 0.5116], [-0.2613, -0.4934, 0.2454], [-0.7039, 0.8165, 0.1518], [-3.9498, 0.8933, -1.3875], [-5.1261, 0.1938, -1.5373], [-8.3439, -2.3701, 1.9049], [-8.6756, -0.9528, 0.8993], [-7.1769, -1.0428, 1.8240], [-7.9774, -2.8664, -0.5081], [-6.4622, -3.0193, 0.4034], [-4.9670, -1.7153, 1.2619], [-2.9023, -0.4554, 1.5266], [-3.7926, 3.3056, 0.1081], [-2.9986, 3.9100, -1.3525], [-2.6088, 4.6337, 0.2054], [2.1785, 2.5477, 0.7111], [3.9990, 1.6835, -0.0933], [6.2591, 1.5674, 0.9397], [5.8328, -0.1251, 1.3200], [6.2577, 1.1132, -1.4576], [8.1465, -0.3575, -1.5967], [8.2000, -0.0311, 0.1436], [7.2968, -2.1704, 0.6457], [7.8170, -2.5971, -0.9851], [5.5399, -2.7116, -1.6291], [5.0685, -2.1926, 0.0082], [1.4777, -1.6800, 0.6091], [-0.9337, -1.3278, 0.1132], [-3.6485, 1.6103, -2.1353], [-5.7630, 0.3579, -2.3918]], "mulliken_charge": [-1.024, -0.419, -0.469, 0.796, -0.230, -0.828, -0.707, 0.264, 0.912, -1.501, -0.836, 0.140, -0.622, 0.671, 0.488, -0.678, -0.071, -1.289, 0.387, -0.770, -0.615, -0.329, -0.473, -1.226, -0.534, 0.404, -0.121, -0.633, 0.352, 0.303, 0.335, 0.314, 0.335, 0.358, 0.582, 0.367, 0.261, 0.398, 0.546, 0.271, 0.317, 0.472, 0.411, 0.333, 0.317, 0.292, 0.313, 0.415, 0.143, 0.437, 0.548, 0.459, 0.433]}


(2)
{"formula": "C3H8ClISi", "method": "the ωB97M-V functional and the def2-TZVPD basis", "smiles": "Cl[SiH2]I.C=CC", "gap_ha": 0.371, "e_tot_ev": -31741.846, "lumo_ha": 0.01897, "de_lowest_kj_mol": 193.9, "homo_ev": -9.6, "elements": ["Cl", "Si", "I", "H", "H", "C", "C", "C", "H", "H", "H", "H", "H", "H"], "coordinates": [[3.1372, 2.5190, 0.4506], [3.7015, 1.2147, -0.9663], [4.3969, -0.7928, 0.0563], [2.5302, 1.1477, -1.7991], [4.9379, 1.4454, -1.6462], [-1.4829, 0.1461, -0.4262], [-1.0379, 0.0828, 0.8135], [0.3250, -0.4872, 0.9730], [-0.9984, -0.5649, -1.1150], [-2.4459, 0.7412, -0.6093], [-1.3993, 0.6263, 1.7264], [0.2952, -1.2143, 1.8115], [0.7998, -0.8597, 0.0896], [0.9014, 0.2825, 1.2471]], "mulliken_charge": [-0.199, 0.474, -0.024, -0.112, -0.145, -0.623, 0.009, -0.873, 0.242, 0.220, 0.274, 0.264, 0.292, 0.202]}


(3)
{"formula": "C15H18O", "method": "the ωB97M-V functional and the def2-TZVPD basis", "smiles": "CCc1ccc(O)cc1.Cc1ccccc1", "gap_ha": 0.324, "e_tot_ev": -17891.748, "lumo_ha": 0.02601, "de_lowest_kj_mol": 282.1, "homo_ev": -8.1, "elements": ["C", "C", "C", "C", "C", "C", "O", "C", "C", "H", "H", "H", "H", "H", "H", "H", "H", "H", "H", "C", "C", "C", "C", "C", "C", "C", "H", "H", "H", "H", "H", "H", "H", "H"], "coordinates": [[-3.0424, 2.4412, -0.3352], [-1.9010, 1.3724, -0.8372], [-0.4844, 1.8092, -0.5407], [0.5178, 1.2822, -1.4192], [1.8720, 1.2930, -1.1949], [2.2868, 1.5685, 0.0796], [3.5081, 1.3007, 0.5160], [1.3102, 1.8885, 1.1270], [-0.0558, 2.1170, 0.7428], [-3.4011, 2.3095, 0.6585], [-3.8098, 2.4520, -1.1065], [-2.6805, 3.4790, -0.2678], [-2.0936, 0.4181, -0.6059], [-1.8995, 1.5592, -1.9416], [0.2183, 0.9575, -2.3501], [2.6545, 1.1773, -1.9203], [4.0303, 0.9387, -0.1751], [1.8073, 2.1548, 2.0327], [-0.7132, 2.3700, 1.6670], [1.3617, -2.3527, -1.3441], [0.4617, -2.3974, -0.2545], [0.9350, -2.6323, 1.0135], [0.2920, -2.5426, 2.2001], [-1.0019, -1.9418, 2.0851], [-1.5449, -1.4898, 0.8727], [-0.8143, -1.8514, -0.3042], [1.7088, -3.3591, -1.6535], [2.2410, -1.6332, -1.3090], [0.8685, -2.0974, -2.2485], [1.9641, -2.9145, 1.1091], [0.5301, -2.9908, 3.1629], [-1.3888, -1.7773, 3.1064], [-2.5163, -1.1654, 0.7941], [-1.2206, -1.7428, -1.3596]], "mulliken_charge": [-1.377, -0.070, 0.508, -0.575, -0.974, 0.845, -0.547, -0.992, -0.191, 0.368, 0.398, 0.346, 0.013, 0.311, 0.472, 0.433, 0.304, 0.436, 0.204, -1.637, 1.049, -0.126, -0.841, -0.365, -1.052, 0.072, 0.420, 0.161, 0.476, 0.332, 0.395, 0.300, 0.619, 0.286]}


(4)
{"formula": "C4H11NO2", "method": "the ωB97M-V functional and the def2-TZVPD basis", "gap_ha": 0.359, "e_tot_ev": -9908.342, "lumo_ha": 0.02800, "de_lowest_kj_mol": 376.3, "homo_ev": -9.0, "elements": ["C", "N", "O", "H", "H", "H", "H", "H", "C", "C", "C", "O", "H", "H", "H", "H", "H", "H"], "coordinates": [[-1.1132, -0.8458, -1.5804], [-0.0406, 0.0461, -1.1421], [-0.2089, 1.2494, -1.9090], [0.3924, 1.9022, -1.5199], [0.9697, -0.4980, -1.1595], [-2.0889, -0.3734, -1.4522], [-0.9522, -1.1143, -2.6252], [-1.0883, -1.7714, -1.0076], [1.0572, 1.2329, 1.0706], [-0.4707, -0.7366, 1.5513], [0.6149, -0.1633, 0.6607], [1.5511, -0.9728, 0.2322], [1.7842, 1.6185, 0.3509], [1.5709, 1.1637, 2.0306], [0.2087, 1.9156, 1.1560], [-0.0877, -0.8199, 2.5699], [-1.3558, -0.0953, 1.5571], [-0.7428, -1.7377, 1.2166]], "mulliken_charge": [-0.992, -0.080, -0.443, 0.343, 0.349, 0.320, 0.326, 0.335, -1.772, -1.413, 1.662, -0.830, 0.408, 0.409, 0.328, 0.402, 0.308, 0.340]}


(5)
{"formula": "C24H26FNO3", "method": "the ωB97M-V functional and the def2-TZVPD basis", "smiles": "COc1ccc(C(=O)[C@@H]2CCCN(Cc3ccc(C#CCCO)cc3)C2)cc1F", "gap_ha": 0.323, "e_tot_ev": -35658.047, "lumo_ha": 0.01464, "de_lowest_kj_mol": 8.3, "homo_ev": -8.4, "elements": ["C", "O", "C", "C", "C", "C", "C", "O", "C", "C", "C", "C", "N", "C", "C", "C", "C", "C", "C", "C", "C", "C", "O", "C", "C", "C", "C", "C", "F", "H", "H", "H", "H", "H", "H", "H", "H", "H", "H", "H", "H", "H", "H", "H", "H", "H", "H", "H", "H", "H", "H", "H", "H", "H", "H"], "coordinates": [[7.9187, 4.3532, 1.3635], [6.7112, 4.3575, 2.0987], [5.7210, 3.4945, 1.7972], [4.5752, 3.5861, 2.5989], [3.4926, 2.7648, 2.4029], [3.4854, 1.8056, 1.3855], [2.2746, 0.9597, 1.2390], [1.4198, 0.9477, 2.0987], [2.1361, 0.1571, -0.0392], [1.8416, 1.0964, -1.2164], [1.6622, 0.2599, -2.4782], [0.5695, -0.7848, -2.2666], [0.9221, -1.6348, -1.1462], [0.0927, -2.8277, -1.0324], [-1.3701, -2.5531, -0.7838], [-2.2566, -2.4187, -1.8475], [-3.5844, -2.1086, -1.6318], [-4.0570, -1.9219, -0.3330], [-5.4180, -1.6067, -0.1056], [-6.5725, -1.3285, 0.0860], [-7.9678, -1.0240, 0.3181], [-8.8507, -2.2550, 0.0557], [-10.2194, -1.9785, 0.2218], [-3.1744, -2.0588, 0.7381], [-1.8492, -2.3714, 0.5097], [1.0021, -0.8633, 0.0780], [4.6162, 1.6993, 0.5827], [5.7028, 2.5250, 0.7903], [6.7658, 2.3461, -0.0384], [8.4377, 3.3954, 1.4465], [8.5294, 5.1351, 1.8119], [7.7499, 4.5847, 0.3092], [4.5793, 4.3288, 3.3805], [2.6201, 2.8464, 3.0326], [3.0624, -0.3873, -0.2401], [2.6481, 1.8202, -1.3465], [0.9223, 1.6490, -1.0070], [1.3976, 0.9002, -3.3212], [2.5980, -0.2506, -2.7124], [0.4834, -1.4102, -3.1588], [-0.3969, -0.2731, -2.1088], [0.2115, -3.3906, -1.9633], [0.5032, -3.4268, -0.2143], [-1.9024, -2.5673, -2.8582], [-4.2663, -2.0098, -2.4641], [-8.2817, -0.2124, -0.3449], [-8.0988, -0.6921, 1.3544], [-8.7383, -2.5780, -0.9818], [-8.5345, -3.0798, 0.7110], [-10.3740, -1.6963, 1.1305], [-3.5368, -1.9194, 1.7462], [-1.1774, -2.4824, 1.3486], [1.2159, -1.5415, 0.9075], [0.0635, -0.3313, 0.3053], [4.6949, 0.9716, -0.2087]], "mulliken_charge": [-0.738, -0.434, 0.327, -0.590, -0.860, 0.608, -0.085, -0.656, 0.600, -0.830, -0.929, -0.550, 0.263, -2.008, 1.154, -0.244, -0.938, 0.971, -0.435, -0.175, -0.522, -0.508, -0.510, -1.024, -0.144, -1.267, -0.061, 0.028, -0.328, 0.302, 0.247, 0.302, 0.412, 0.472, 0.292, 0.446, 0.360, 0.418, 0.382, 0.404, 0.333, 0.521, 0.511, 0.388, 0.435, 0.243, 0.362, 0.329, 0.309, 0.312, 0.429, 0.389, 0.450, 0.342, 0.498]}


(6)
{"formula": "C2H7N4O", "method": "the ωB97M-V functional and the def2-TZVPD basis", "gap_ha": 0.397, "e_tot_ev": -10185.476, "lumo_ha": -0.13325, "de_lowest_kj_mol": 368.4, "homo_ev": -14.4, "total_charge": 1, "elements": ["C", "C", "N", "N", "N", "N", "O", "H", "H", "H", "H", "H", "H", "H"], "coordinates": [[0.4658, 0.2521, -0.0685], [1.5241, -1.9574, -0.1186], [-1.9410, 4.5278, 1.2686], [-1.7706, 3.4709, 0.8252], [-0.8702, 0.0480, -0.0107], [-1.4950, 2.4568, 0.4228], [1.4956, -0.5030, -0.1207], [2.5372, -2.3031, 0.1419], [1.4585, -2.2478, -1.1677], [0.7620, -2.5204, 0.4196], [-2.6652, 5.2436, 0.8572], [-1.3316, 1.0014, 0.1121], [-1.2162, -0.8832, 0.3098], [0.7098, 1.2647, -0.3760]], "mulliken_charge": [0.200, -0.673, -0.816, 0.842, -0.309, -0.426, -0.216, 0.266, 0.341, 0.318, 0.359, 0.512, 0.235, 0.368]}


> What is the formula in the fifth record?

C24H26FNO3